Entry 1:
This record from the OMol25 dataset describes a cluster of 10 separate species, C38H105N9O11 in total at a distorted geometry. The level of theory is ωB97M-V with the def2-TZVPD basis set.

Geometry (Å):
1 O -9.31114 11.74686 -27.60726
2 O -9.26884 4.56084 -22.03488
3 O -15.61146 10.61053 -19.85338
4 O -1.93532 14.71366 -25.11237
5 O -1.59151 1.88365 -21.24838
6 O -7.34426 3.63830 -12.50489
7 O -14.23018 3.28752 -9.22306
8 O -18.52401 10.37151 -19.19332
9 O -9.98199 -4.99956 -21.56604
10 O -13.86740 1.22362 -28.87080
11 O -19.11131 1.09554 -20.76817
12 N -6.08177 6.44440 -21.27074
13 N -4.55019 5.08406 -14.51244
14 N -0.40298 11.39054 -24.58719
15 N -15.43719 -1.38700 -28.77842
16 N -21.04043 -2.08709 -20.20363
17 N 0.51813 2.68213 -19.19877
18 N -11.81680 -2.18130 -23.28805
19 N -7.54105 12.68853 -30.75930
20 N -13.45161 4.98739 -11.10168
21 C -10.08553 5.05534 -21.02106
22 C -14.73326 0.74598 -29.89148
23 C -10.72189 -3.74407 -21.65939
24 C -10.45297 -5.91291 -20.61799
25 C -8.38789 11.82412 -29.91980
26 C -0.93413 1.56148 -22.47761
27 C -1.11202 1.11556 -20.16208
28 C -1.84384 13.32392 -24.77912
29 C -9.68509 12.41633 -26.42970
30 C -18.72580 -1.47241 -19.37631
31 C -14.86931 -0.78125 -29.98034
32 C -13.72953 2.32762 -8.22350
33 C -6.42837 6.11798 -13.95223
34 C -14.18421 2.72827 -10.48001
35 C -18.59631 1.74809 -21.94242
36 C -7.46434 10.54845 -29.58761
37 C -15.83640 -1.19924 -31.15384
38 C -7.02281 3.41027 -11.17421
39 C 0.12053 12.91495 -26.33280
40 C -7.60007 7.05600 -23.13407
41 C -20.10711 -1.01153 -19.79012
42 C -8.76962 12.53790 -28.63969
43 C -11.00969 -3.43844 -23.16807
44 C 0.35818 1.32006 -19.65331
45 C -19.94166 -0.03432 -20.99007
46 C -14.19359 3.59215 -12.96528
47 C -5.52924 5.01694 -13.46136
48 C -16.56575 9.53682 -20.26120
49 C -7.41690 6.32430 -21.81480
50 C -18.04402 9.97663 -20.40895
51 C -7.85880 4.78575 -21.79789
52 C -9.80439 -3.39593 -24.05801
53 C -0.41257 12.80035 -24.93903
54 C 0.74293 0.44883 -18.46406
55 C -14.36437 3.89924 -11.45359
56 C -13.86119 2.65289 -28.76958
57 C -6.31668 3.64436 -13.40371
58 C -1.21364 15.59387 -24.21095
59 H -6.52787 4.26283 -10.70918
60 H -1.26740 15.19762 -23.19695
61 H -5.59102 5.56248 -21.23212
62 H 1.81698 0.34715 -18.30860
63 H -2.47374 12.77471 -25.47890
64 H -8.01593 9.69588 -29.19140
65 H 0.25826 0.87550 -17.58591
66 H -13.61003 5.11552 -10.11244
67 H -3.91425 5.86495 -14.43575
68 H -18.07149 10.78487 -21.13977
69 H -13.26278 2.16279 -10.61888
70 H -17.93700 2.49125 -21.49395
71 H -15.56498 10.48043 -18.90337
72 H -6.96505 6.02079 -14.89596
73 H -5.24440 5.28867 -12.44493
74 H -1.14858 0.54092 -22.79469
75 H -10.49197 13.13716 -26.56191
76 H 1.13113 12.53220 -26.47523
77 H -5.10551 5.44080 -15.27694
78 H -19.31059 2.20347 -22.62837
79 H 0.14370 1.69306 -22.38245
80 H -18.95288 -2.15330 -18.55598
81 H -14.99578 2.00997 -10.59622
82 H -8.05632 13.46807 -31.14262
83 H -11.88981 -1.89791 -24.25472
84 H -16.58965 8.69907 -19.56428
85 H -7.98434 3.29324 -10.67434
86 H 1.09063 1.04603 -20.41261
87 H -18.25578 -0.55468 -19.02281
88 H -15.37104 4.31608 -11.42229
89 H -9.52256 13.30137 -28.83538
90 H -7.03975 10.15147 -30.50970
91 H -16.86531 -0.89148 -30.96749
92 H -14.14187 4.50310 -13.56159
93 H 0.56962 11.12236 -24.63423
94 H -6.86306 3.43468 -14.32327
95 H -11.69046 -3.81185 -21.16403
96 H -15.72326 1.16950 -29.72229
97 H -1.30230 2.15572 -23.31394
98 H -13.28957 3.02703 -13.19217
99 H -11.02804 4.53596 -20.84786
100 H -9.09576 -2.58215 -23.90394
101 H -21.09506 -2.71325 -19.41303
102 H -16.28272 9.20269 -21.25938
103 H -1.75072 1.45354 -19.34603
104 H 0.13438 13.95708 -26.65199
105 H -6.98526 6.70662 -23.96356
106 H -6.43863 2.49316 -11.09842
107 H -2.20187 13.16317 -23.76223
108 H -11.19821 -6.56399 -21.07494
109 H -8.07864 6.84511 -21.12274
110 H -1.44042 0.08751 -20.31493
111 H -14.97293 -1.00276 -27.96791
112 H -13.33377 2.95885 -27.86608
113 H 0.15293 13.35282 -24.18863
114 H -18.65497 9.19509 -20.86065
115 H -0.18383 2.86149 -18.49508
116 H -11.31963 -1.44920 -22.80126
117 H -6.80505 13.19254 -30.28562
118 H -10.39955 6.07993 -21.22031
119 H -13.49322 2.90812 -7.33171
120 H -14.90356 2.93881 -28.62877
121 H -15.80845 -2.28345 -31.04531
122 H -6.61945 10.75826 -28.93170
123 H 0.16032 3.29239 -19.91964
124 H -20.48404 -0.51401 -18.89654
125 H -8.61227 7.00302 -23.53498
126 H -18.86378 9.68514 -18.61449
127 H -7.42283 8.12599 -23.02542
128 H -16.42383 -1.25794 -28.60527
129 H -18.18325 -2.04792 -20.12633
130 H -14.47111 1.56966 -7.97118
131 H -9.62036 5.03341 -20.03555
132 H -0.79735 10.83901 -25.33579
133 H -9.20021 -4.29947 -23.97635
134 H -10.05532 -3.36718 -25.11833
135 H -15.46460 -0.85619 -32.11934
136 H -10.10078 11.70757 -25.71350
137 H -11.65729 -4.25471 -23.48809
138 H -12.84274 1.72266 -8.41247
139 H -12.58631 4.46838 -11.14611
140 H -9.65210 -6.61556 -20.38787
141 H -0.57688 12.38602 -26.98237
142 H -5.56994 6.84082 -22.04597
143 H -9.14142 11.33708 -30.53873
144 H -1.67706 16.57676 -24.12561
145 H -14.43005 1.16565 -30.85067
146 H -7.90643 13.09364 -28.27342
147 H -20.94774 0.23406 -21.31240
148 H 0.39744 -0.57398 -18.61434
149 H -0.16443 15.63824 -24.50301
150 H -5.93922 7.09043 -14.00853
151 H -8.77971 12.91172 -26.07903
152 H -5.61793 2.85202 -13.13529
153 H -10.15685 -2.98104 -21.12401
154 H -7.47102 4.32231 -22.70506
155 H -20.68074 -2.68348 -20.93509
156 H -7.61383 4.25386 -20.87856
157 H -7.21682 6.22657 -13.20748
158 H -19.36245 -0.57713 -21.73704
159 H -14.95337 2.91198 -13.35023
160 H -13.52697 3.16468 -29.67206
161 H -10.84601 -5.49620 -19.69064
162 H -17.96683 1.07271 -22.52182
163 H -13.84538 -1.08423 -30.19912

Forces on the atoms, in the same order (eV/Å):
O -0.262 -1.495 -0.501
O 0.353 -0.023 0.128
O -1.771 -1.894 -0.396
O 0.041 0.592 0.447
O 0.937 0.362 -0.885
O -1.583 0.581 0.642
O 1.359 -1.606 2.634
O -1.034 1.545 1.631
O -0.340 1.526 -0.159
O 0.562 -0.196 -0.050
O -0.518 0.464 0.253
N 1.087 0.251 -0.875
N 1.928 -1.274 -0.929
N 0.364 -0.462 0.868
N 1.229 -0.226 0.523
N 0.112 0.586 0.701
N 0.114 0.947 -0.657
N 0.247 -0.888 0.806
N -0.669 0.471 -0.604
N -0.113 -0.637 -0.213
C -0.620 0.788 0.848
C -0.666 0.688 -0.084
C 0.096 -0.872 -0.812
C -0.074 -1.002 -0.285
C 3.011 -2.182 0.651
C -0.168 -0.160 0.140
C -0.433 -0.316 0.958
C 0.638 0.674 -0.498
C 0.331 0.185 -0.370
C -0.911 -0.326 0.724
C -1.430 1.253 -0.482
C -0.839 0.963 0.434
C -2.664 1.245 2.162
C -0.976 -0.018 -1.502
C 0.476 -0.508 1.202
C -0.565 0.379 -0.405
C 1.418 -0.046 1.225
C -0.487 0.043 0.301
C -0.144 1.378 -0.632
C -0.341 -0.056 -0.639
C 0.831 0.365 -1.519
C -1.309 0.805 0.553
C -0.471 0.825 0.626
C -0.377 -0.544 -0.181
C 0.173 -0.302 -0.011
C 0.397 -0.928 0.416
C -1.912 0.433 -1.108
C -0.233 0.912 -0.771
C -1.642 -1.479 0.746
C 1.676 -0.459 -0.731
C -1.243 1.249 -1.515
C 1.236 -0.721 -0.583
C -0.616 -0.344 0.422
C -0.846 -0.699 -0.151
C -0.289 0.386 -1.677
C -1.197 -0.844 0.173
C 1.355 0.791 -0.662
C -0.470 -1.270 -0.046
H 0.354 -0.014 0.080
H 0.112 -0.239 0.190
H -0.310 -0.632 0.464
H -0.039 0.544 -0.054
H -0.292 0.185 -0.034
H -0.258 0.320 0.402
H 0.147 -0.282 0.266
H 0.197 0.382 0.276
H 0.398 -0.075 0.793
H -0.155 0.461 0.354
H 0.421 0.192 -0.348
H -0.104 0.255 -0.414
H 0.155 0.408 0.158
H 0.296 -0.756 -0.211
H 0.722 -0.204 -0.131
H 0.089 -0.395 0.305
H 0.025 0.390 -0.423
H -0.057 -0.203 0.242
H 0.284 -0.653 -0.697
H -0.434 -0.009 0.325
H 0.059 0.014 -0.130
H 0.678 -0.042 0.393
H -0.267 -0.272 -0.153
H -0.565 -0.090 -0.322
H 0.053 -0.067 -0.116
H 0.563 -0.020 0.113
H 0.134 -0.184 0.209
H -0.075 0.524 -0.426
H 0.723 -0.430 -0.012
H -0.241 -0.230 0.638
H -0.137 0.408 -0.467
H -0.007 0.380 -0.244
H 0.100 0.307 -0.033
H -0.265 0.013 0.224
H 0.261 -0.307 0.395
H 0.792 0.053 -0.564
H -0.089 -0.205 0.054
H -0.452 0.083 0.187
H -0.112 0.486 0.452
H 0.484 0.139 0.269
H 0.104 -0.677 -0.717
H -0.274 0.312 0.399
H -0.342 -0.134 0.229
H 0.490 -0.158 0.125
H 0.007 0.053 0.302
H -0.022 0.105 -0.212
H 0.394 -0.242 0.160
H 0.222 -0.054 0.324
H 0.052 -0.159 0.132
H -0.572 0.103 0.050
H -0.214 -0.092 0.200
H 0.589 -0.506 -0.173
H 0.169 -0.092 0.207
H 0.309 -0.212 -0.300
H 0.503 -0.169 -0.098
H 0.184 -0.483 -0.023
H 0.002 -0.256 0.676
H 0.052 0.271 -0.017
H 0.292 -0.584 0.686
H 0.184 0.322 -0.006
H -0.247 0.034 -0.032
H -0.223 0.385 0.061
H -0.164 -0.084 -0.634
H -0.135 0.267 0.169
H 0.335 0.338 -0.564
H -0.589 0.162 -0.258
H -0.235 -0.265 0.344
H 0.127 -0.313 -0.459
H 0.262 0.017 0.232
H -0.125 0.281 -0.650
H 0.118 0.393 -0.179
H -0.485 0.218 -0.063
H 0.439 0.072 0.096
H -0.475 0.043 -0.207
H -0.045 -0.206 0.258
H -0.413 0.173 -0.028
H -0.206 -0.147 -0.003
H 0.511 -0.245 -0.068
H 0.000 -0.094 -0.090
H 0.344 0.519 -1.070
H 0.966 0.564 0.080
H 0.304 0.294 0.195
H 0.120 -0.080 -0.247
H 0.542 0.741 0.125
H -0.581 0.847 0.186
H -0.033 -0.069 -0.702
H 0.335 -0.112 -0.354
H 0.487 -0.096 0.085
H 0.029 0.189 -0.419
H -0.238 -0.102 0.123
H 0.015 0.323 -0.023
H 0.332 -0.081 0.181
H -0.166 0.237 0.675
H 0.326 -0.270 -0.401
H 0.217 0.263 -0.276
H 0.721 -0.221 0.339
H 0.400 0.274 -0.374
H 0.519 0.243 0.077
H -0.497 0.414 0.005
H -0.646 -0.640 -0.553
H -0.443 0.283 0.084
H 0.436 -0.156 -0.053
H 0.069 0.294 -0.025
H 0.008 -0.295 -0.085
H -0.091 -0.885 0.270

Output
- SMILES: COC[C@H](C)N.COC[C@H](C)N.COC[C@H](C)N.COC[C@H](C)N.COC[C@H](C)N.COC[C@H](C)N.COC[C@H](C)N.COC[C@H](C)N.COC[C@H](C)N.OCCO
- E_tot: -77031.8232 eV
- Gap between HOMO and LUMO: 9.432 eV
- Energy above the lowest of the compared OMol25 structures with the same formula, charge and spin: 133.3 kcal per mole


Entry 2:
This record from the OMol25 dataset describes an isolated molecule of C12H12N2O at a distorted geometry. The level of theory is ωB97M-V with the def2-TZVPD basis set.

Geometry (Å):
1 O -2.63206 -2.73292 -1.59085
2 N 2.51833 2.20051 2.46272
3 N -1.27535 0.42585 -0.34344
4 C -2.31607 -1.68278 -0.70286
5 C 0.36916 1.99055 1.29486
6 C 2.24317 0.71422 0.51401
7 C 2.02926 -1.14049 -0.89405
8 C -3.34705 -0.67828 -0.35325
9 C 2.94781 -0.34444 -0.14302
10 C 0.82725 0.90345 0.47760
11 C 3.02751 1.33055 1.57311
12 C 1.24997 2.55395 2.21960
13 C 0.70732 -0.87009 -0.99054
14 C 0.01545 0.16924 -0.40865
15 C -2.20073 -0.28756 -1.16372
16 H 4.08347 1.09065 1.67171
17 H -1.43951 1.35820 -0.00571
18 H 0.93028 3.39646 2.88270
19 H 0.04057 -1.49652 -1.71208
20 H -4.30717 -0.79192 -0.86736
21 H 2.22337 -1.90829 -1.59705
22 H -1.85210 -3.15809 -1.95015
23 H -3.35445 -0.49280 0.73956
24 H -0.62246 2.45722 1.11197
25 H 4.00981 -0.59167 -0.08965
26 H -1.78065 -2.02104 0.14806
27 H -2.09511 -0.39396 -2.28352

Forces on the atoms, in the same order (eV/Å):
O -0.721 0.705 -0.030
N 1.379 -1.611 -1.804
N -1.236 0.477 -1.497
C -0.508 -1.916 0.462
C 0.702 0.413 0.148
C 2.016 -0.993 1.997
C 2.797 1.167 0.505
C -2.706 -1.208 -0.103
C -3.213 -1.275 -1.801
C 1.680 1.979 0.487
C -1.750 1.384 0.466
C -1.970 1.039 0.359
C -4.716 -0.616 -2.345
C 3.404 -0.509 1.665
C 2.071 0.054 -0.473
H -0.163 -0.084 -0.026
H -0.891 -0.097 -0.289
H -0.100 -0.808 -0.767
H 1.557 0.817 1.269
H 0.225 0.100 0.447
H 1.384 -0.953 -0.069
H 0.373 0.168 0.117
H -0.126 0.482 -1.131
H 0.808 -0.371 0.645
H -0.444 0.426 0.177
H 0.839 -0.077 0.519
H -0.691 1.307 1.071

Output
- SMILES: O[C@@H]1C[C@H]1Nc1cccc2cnccc12
- E_tot: -17663.5036 eV
- Gap between HOMO and LUMO: 7.998 eV
- Energy above the lowest of the compared OMol25 structures with the same formula, charge and spin: 60.0 kcal per mole